Entry 1
The following is a DFT calculation (ωB97M-V/def2-TZVPD) of 2 unconnected molecules or ions with the total composition C3H3F3.

Properties
Highest occupied orbital energy (alpha / beta) = -10.939 / -10.829 eV
Charge = 0
Gap between HOMO and LUMO (alpha / beta) = 8.35 / 8.19 eV
2S+1 = 1

Each line ends with the Löwdin charge.
Geometry (Å):
C1 -0.178 0.022 0.083  0.163
C2 -1.422 0.391 0.023  -0.345
C3 1.237 0.150 0.023  -0.053
F1 -0.212 -2.396 -0.098  -0.421
F2 -2.494 -0.363 0.038  0.185
F3 -1.765 1.686 -0.013  0.146
H1 1.637 -0.675 -0.575  0.110
H2 1.686 0.112 1.015  0.100
H3 1.512 1.074 -0.496  0.115



Entry 2
The following is a DFT calculation (ωB97M-V/def2-TZVPD) of a single C3H3F3 molecule.

Properties
Highest occupied orbital energy = -10.015 eV
SMILES = F/C=C(/F)CF
Charge = 0
Gap between HOMO and LUMO = 10.95 eV
2S+1 = 1

Each line ends with the Löwdin charge.
Geometry (Å):
F1 1.930 -0.814 -0.222  0.014
C1 1.363 0.388 -0.253  -0.077
C2 0.060 0.465 0.076  -0.215
F2 -0.504 1.685 -0.265  -0.004
C3 -1.055 -0.502 0.420  -0.143
F3 -1.664 -0.846 -0.769  -0.023
H1 1.949 1.049 -0.946  0.151
H2 -1.810 -0.108 1.151  0.139
H3 -0.269 -1.317 0.809  0.157



Least stable structure: entry 1



Entry 1
The following is a DFT calculation (ωB97M-V/def2-TZVPD) of a single C2N2S3 molecule.

Properties
Highest occupied orbital energy = -9.204 eV
SMILES = S=C=NN1SC1=S
Charge = 0
Gap between HOMO and LUMO = 7.14 eV
2S+1 = 1

Each line ends with the Löwdin charge.
Geometry (Å):
S1 -3.359 -0.408 0.291  0.791
C1 -1.872 -0.058 0.095  -0.705
N1 -0.640 0.058 0.158  -0.005
N2 0.429 0.358 -0.468  -0.214
S2 1.828 1.767 0.144  0.770
C2 1.683 0.004 -0.079  -1.318
S3 2.377 -1.394 0.258  0.681



Entry 2
The following is a DFT calculation (ωB97M-V/def2-TZVPD) of a single C2N2S3 molecule.

Properties
Highest occupied orbital energy = -9.960 eV
Charge = 0
Gap between HOMO and LUMO = 7.99 eV
2S+1 = 1

Each line ends with the Löwdin charge.
Geometry (Å):
C1 1.345 0.715 -0.310  -0.944
C2 -1.669 0.162 0.411  -0.511
N1 0.330 0.761 -0.907  -0.176
N2 -2.182 1.034 0.891  0.143
S1 2.677 0.317 0.437  0.740
S2 -0.731 -0.801 -0.709  0.518
S3 0.231 -2.188 0.186  0.229



Least stable structure: entry 1



Entry 1
The following is a DFT calculation (ωB97M-V/def2-TZVPD) of 2 unconnected molecules or ions with the total composition CH4OS3.

Properties
Highest occupied orbital energy (alpha / beta) = -9.044 / -9.496 eV
Charge = 0
Gap between HOMO and LUMO (alpha / beta) = 5.66 / 8.43 eV
2S+1 = 1

Each line ends with the Löwdin charge.
Geometry (Å):
C1 2.107 0.103 0.516  0.081
O1 -3.098 -0.475 -0.141  -0.513
S1 -0.992 1.664 0.149  0.197
S2 -0.449 -1.510 0.137  0.384
S3 -1.743 -0.101 -0.450  -0.117
H1 3.039 -0.444 0.298  0.017
H2 1.531 -0.117 1.441  -0.030
H3 1.474 0.806 -0.109  -0.058
H4 -1.869 0.075 -1.842  0.039



Entry 2
The following is a DFT calculation (ωB97M-V/def2-TZVPD) of 2 unconnected molecules or ions with the total composition CH4OS3.

Properties
Highest occupied orbital energy (alpha / beta) = -9.085 / -8.703 eV
Charge = 0
Gap between HOMO and LUMO (alpha / beta) = 6.91 / 7.55 eV
2S+1 = 1

Each line ends with the Löwdin charge.
Geometry (Å):
C1 0.623 0.294 0.297  -0.430
O1 -4.008 -0.919 -1.467  -0.627
S1 0.140 -1.417 -0.225  0.356
S2 -4.516 -0.344 -2.864  0.604
S3 -0.920 -1.104 -1.837  0.194
H1 0.627 0.792 -0.676  -0.002
H2 1.604 0.402 0.790  0.043
H3 -0.218 0.714 0.885  0.044
H4 -3.151 -1.232 -1.719  -0.182



Least stable structure: entry 1



Entry 1
The following is a DFT calculation (ωB97M-V/def2-TZVPD) of a molecular structure, C7H18N2.

Properties
Highest occupied orbital energy = -6.745 eV
Charge = 0
Gap between HOMO and LUMO = 7.48 eV
2S+1 = 1

Each line ends with the Löwdin charge.
Geometry (Å):
C1 -1.107 0.910 0.936  -0.289
C2 -0.305 2.164 0.659  -0.080
C3 -2.595 1.099 0.716  -0.082
H1 -0.918 0.562 1.956  0.122
H2 1.068 -0.243 0.250  0.133
H3 -0.582 2.606 -0.298  0.076
H4 -2.800 1.444 -0.299  0.075
H5 -0.465 2.923 1.430  0.085
H6 0.770 1.952 0.634  0.070
H7 -3.149 0.176 0.888  0.070
H8 -3.008 1.850 1.398  0.088
C4 -0.688 -0.228 -1.388  -0.104
C5 -0.804 -1.672 0.555  -0.106
C6 2.788 -1.463 -1.285  -0.125
N1 -0.338 -0.412 0.009  -0.262
C7 2.384 -0.620 -0.120  -0.370
N2 3.242 0.030 0.521  0.010
H9 2.880 0.535 1.336  0.011
H10 -0.321 0.736 -1.731  0.086
H11 -0.471 -1.763 1.588  0.086
H12 -1.771 -0.274 -1.553  0.084
H13 -0.194 -1.000 -1.982  0.082
H14 -1.897 -1.761 0.535  0.080
H15 -0.358 -2.490 -0.014  0.087
H16 2.512 -2.503 -1.106  0.060
H17 2.262 -1.134 -2.182  0.051
H18 3.865 -1.424 -1.453  0.062



Entry 2
The following is a DFT calculation (ωB97M-V/def2-TZVPD) of 2 unconnected molecules or ions with the total composition C7H18N2.

Properties
Highest occupied orbital energy = -7.926 eV
SMILES = CC(C)(C)N.C=C(C)N
Charge = 0
Gap between HOMO and LUMO = 8.90 eV
2S+1 = 1

Each line ends with the Löwdin charge.
Geometry (Å):
C1 -2.013 1.282 1.567  -0.060
C2 -1.226 0.210 0.795  -0.684
C3 -1.464 -1.167 1.415  -0.051
C4 -1.673 0.203 -0.666  -0.050
N1 0.209 0.467 0.840  0.053
H1 -3.080 1.067 1.550  0.076
H2 -1.690 1.320 2.607  0.075
H3 -1.854 2.263 1.121  0.077
H4 -0.871 -1.912 0.892  0.068
H5 -1.178 -1.169 2.465  0.079
H6 -2.514 -1.440 1.343  0.081
H7 -1.455 1.167 -1.133  0.083
H8 -2.731 0.029 -0.730  0.075
H9 -1.144 -0.569 -1.212  0.062
H10 0.426 1.360 0.413  0.077
H11 0.534 0.493 1.805  0.088
C5 1.432 0.641 -2.159  -0.010
C6 1.963 -0.121 -1.205  -0.523
C7 1.626 -1.569 -1.021  -0.063
N2 2.855 0.374 -0.264  0.075
H12 1.712 1.675 -2.277  0.048
H13 0.703 0.256 -2.843  0.046
H14 2.494 -2.189 -1.258  0.079
H15 0.809 -1.863 -1.675  0.072
H16 1.349 -1.742 0.011  0.058
H17 3.302 1.242 -0.513  0.087
H18 3.483 -0.306 0.131  0.085



Entry 3
The following is a DFT calculation (ωB97M-V/def2-TZVPD) of a single C7H18N2 molecule.

Properties
Highest occupied orbital energy = -8.847 eV
SMILES = CC(C)(C)[C@H](N)CCN
Charge = 0
Gap between HOMO and LUMO = 9.76 eV
2S+1 = 1

Each line ends with the Löwdin charge.
Geometry (Å):
C1 -1.166 -1.953 0.447  -0.081
C2 -0.642 -1.028 -0.661  -0.509
C3 -1.740 -0.908 -1.733  -0.083
C4 0.601 -1.672 -1.291  -0.071
C5 -0.301 0.587 -0.152  -0.352
N1 0.476 1.328 -1.104  0.039
C6 0.402 0.447 1.169  -0.139
C7 0.765 1.957 1.795  -0.244
N2 2.195 1.988 2.055  -0.040
H1 -0.383 -2.214 1.167  0.078
H2 -1.996 -1.491 0.991  0.085
H3 -1.522 -2.909 0.039  0.085
H4 -2.012 -1.890 -2.142  0.081
H5 -1.427 -0.283 -2.575  0.073
H6 -2.656 -0.478 -1.312  0.080
H7 0.389 -2.693 -1.636  0.085
H8 0.950 -1.113 -2.167  0.071
H9 1.427 -1.750 -0.576  0.078
H10 -1.272 1.072 -0.007  0.129
H11 0.390 2.334 -1.016  0.069
H12 0.493 1.056 -2.087  0.071
H13 -0.210 -0.046 1.927  0.091
H14 1.340 -0.105 1.077  0.101
H15 0.485 2.787 1.144  0.080
H16 0.191 2.082 2.720  0.097
H17 2.465 2.727 2.703  0.058
H18 2.759 2.168 1.225  0.067



Least stable structure: entry 1